1.
# C38H47AsIrN4O

A molecular structure, C38H47AsIrN4O at a distorted geometry (wB97M-V/def2-TZVPD, OMol25).

```
92
Properties=species:S:1:pos:R:3
Ir 0.4671 2.0448 0.4164
As -1.2381 3.5884 -0.3569
O -2.0199 -10.5831 -0.7169
N -1.8399 -4.2353 0.4545
N -0.9847 0.5969 0.9101
N -0.1005 -4.4851 -0.9178
N 0.9424 0.3132 -0.8937
C 1.0848 2.0572 3.6843
C 3.4456 1.6114 0.7499
C -2.9170 -0.1844 2.1023
C -0.5870 -8.6938 -1.1408
C 2.3715 3.8320 0.5613
C -2.2604 2.5568 -1.7063
C 0.5801 -2.1047 -1.0227
C -1.1062 -11.4705 -1.3117
C -2.3962 4.4870 1.0001
C -2.7204 -1.4863 1.6805
C -3.3651 3.2522 -2.4748
C -2.0388 0.8121 1.7060
C -0.5897 5.1041 -1.4357
C -2.5112 -7.1274 0.0858
C -1.0910 -5.1180 -0.2940
C -1.3492 -6.5313 -0.3968
C -2.7090 -8.4842 -0.0409
C 1.6149 -2.1936 -1.9623
C -0.2083 -3.1907 -0.5838
C 1.7198 2.2877 2.3484
C 4.5491 0.6874 0.3843
C 3.2573 2.8239 0.0474
C 1.6226 3.5961 1.7229
C -0.4054 -7.3266 -1.0146
C 0.2612 -0.8227 -0.4971
C 2.4705 5.1948 -0.0480
C -1.6328 -1.7510 0.8224
C 1.9132 0.1825 -1.7917
C 2.5921 1.2997 1.8352
C -3.8013 4.8357 0.5301
C -1.2981 -2.9910 0.2872
C -0.7902 -0.6608 0.4424
C 4.0310 3.1335 -1.1745
C -1.7438 -9.2819 -0.6488
C 2.6891 -0.0578 2.4478
C 0.2125 4.6561 -2.6520
C 2.2709 -1.0436 -2.3433
C 0.9669 4.7402 2.4478
H -0.9792 -11.2139 -2.3644
H 4.2166 -0.1022 -0.2959
H 0.9935 1.0042 3.9260
H 3.4205 3.6726 -1.9004
H -4.4403 3.9550 0.4828
H -1.4941 5.6315 -1.7455
H -4.2528 5.5368 1.2306
H -3.6068 -8.9743 0.3113
H 5.3672 1.2165 -0.0980
H -1.8446 5.3966 1.2529
H -2.6193 1.6465 -1.2205
H 1.6992 2.5183 4.4632
H -0.4398 4.2760 -3.4373
H 4.8894 3.7740 -0.9397
H 1.7384 -0.3961 2.8534
H -0.0408 5.7804 -0.7913
H 4.4118 2.2381 -1.6583
H 0.3651 5.3610 1.7946
H -3.7420 0.0791 2.7508
H 1.7374 5.3888 2.8712
H -3.3960 -2.2695 1.9955
H -1.4607 2.2477 -2.3880
H 2.2656 5.1919 -1.1120
H 0.9300 3.8685 -2.4020
H 3.0039 -0.7905 1.7088
H 2.4094 1.0923 -2.0985
H -0.1595 -11.4378 -0.7704
H 0.3441 4.3987 3.2704
H 0.0911 2.4938 3.7491
H -2.6310 -4.4773 1.0266
H 1.8778 -3.1578 -2.3810
H 3.4186 -0.0773 3.2627
H 0.4875 -6.8526 -1.3961
H 3.0630 -1.0767 -3.0801
H 1.8357 5.9236 0.4273
H -2.1695 1.8278 2.0782
H 0.1662 -9.3041 -1.6205
H -3.0267 4.1884 -2.9222
H -4.2345 3.4628 -1.8535
H 3.5024 5.5450 0.0662
H -3.6911 2.6089 -3.2915
H 4.9522 0.1991 1.2713
H 0.7637 5.4959 -3.0749
H -2.4205 3.9010 1.9220
H -3.2913 -6.5290 0.5476
H -3.7993 5.3127 -0.4513
H -1.5685 -12.4447 -1.2112
```

Results
gap between HOMO and LUMO (alpha / beta): 3.076 / 3.079 eV
E_tot: -4109.717455 a.u.
total charge: +3

Mulliken charges, unit e, in atom order: Ir 1.64; As -0.22; O -0.45; N -0.06; N 0.26; N -0.81; N 0.20; C -1.93; C 1.17; C -1.28; C -0.53; C 1.18; C -0.36; C 0.23; C -0.85; C -0.49; C -0.46; C -1.39; C -0.03; C -0.77; C -0.53; C 0.30; C 0.34; C -0.76; C -0.31; C 0.71; C 1.17; C -2.21; C 1.23; C 0.13; C -0.73; C 0.01; C -2.31; C -0.02; C -0.35; C 1.10; C -1.45; C 0.29; C -0.03; C -2.58; C 0.89; C -2.39; C -1.43; C -1.31; C -1.84; H 0.36; H 0.36; H 0.42; H 0.44; H 0.35; H 0.78; H 0.43; H 0.45; H 0.53; H 0.48; H 0.35; H 0.37; H 0.33; H 0.47; H 0.56; H 0.65; H 0.65; H 0.25; H 0.52; H 0.42; H 0.54; H 0.38; H 0.44; H 0.20; H 0.55; H 0.50; H 0.36; H 0.40; H 0.42; H 0.22; H 0.65; H 0.35; H 0.44; H 0.54; H 0.51; H 0.10; H 0.44; H 0.34; H 0.34; H 0.44; H 0.40; H 0.46; H 0.47; H 0.56; H 0.25; H 0.34; H 0.24


2.
# C38H47Br27N4O3

A molecular structure, C38H47Br27N4O3 at a distorted geometry (wB97M-V/def2-TZVPD, OMol25).

```
119
Properties=species:S:1:pos:R:3
Br 6.1331 -1.7589 5.8463
Br 2.6801 -5.1741 -8.3545
Br 2.9289 3.4148 8.6184
Br 7.5195 2.2119 2.5936
Br 10.8777 4.4535 2.0022
Br 4.3856 2.4658 3.1201
Br 5.6453 3.2720 6.9457
Br 8.2127 -3.4696 4.1347
Br 8.6350 6.2091 3.4501
Br 5.0767 -4.0128 3.8368
Br 13.8034 -2.1240 11.3435
Br 3.8433 -3.8726 -5.6824
Br 8.4597 0.6158 7.7381
Br -0.0438 5.1278 1.7144
Br 3.2392 5.1165 5.9329
Br -3.0351 10.9625 -2.6972
Br 13.5419 0.7491 9.9816
Br 16.2171 -0.9510 9.6120
Br 0.1049 10.6645 -3.1903
Br -1.2047 7.2634 -0.3514
Br -1.8452 8.2126 -3.7917
Br 10.1052 -1.2614 9.7281
Br 5.6052 -0.2681 2.0002
Br 0.7112 -3.7312 -6.2984
Br 10.3211 4.0798 5.1287
Br 11.3926 -0.3551 6.9420
Br -3.0618 6.1334 1.9872
O -8.9794 -0.5701 2.0382
O -5.4917 2.5014 -1.0655
O 0.2250 1.3837 2.2735
N -3.4119 1.6229 -1.3842
N -4.7029 -0.7831 -2.3507
N 1.6163 2.4315 0.8031
N -9.1794 -2.0590 0.3021
C 3.7302 3.5002 6.8677
C -1.6583 10.1313 -3.7597
C 1.2274 -2.7109 -2.7896
C -1.1820 -1.8112 -2.4966
C -5.8065 -2.5859 -6.0089
C -8.4865 -1.4683 1.3841
C 5.7624 1.6523 2.0406
C -2.7465 0.4930 -1.7854
C -1.3209 0.5086 -1.7014
C -4.9709 -2.0549 -6.9884
C 1.9410 -2.9729 -1.4349
C -3.2961 -3.0380 -3.1497
C 6.4995 -3.4625 5.0206
C -7.0829 -2.0063 1.7388
C -0.6133 1.7645 -1.2154
C -3.0741 -2.1026 -5.4841
C -6.9116 0.2492 -1.9959
C 14.3042 -1.0141 9.8478
C 1.2128 -2.4560 -0.1683
C 2.3366 -4.7509 -6.5060
C -8.8909 -1.4240 -2.1023
C 9.7663 -0.7903 7.8881
C -0.6717 -4.3173 -2.0344
C -0.8981 2.0381 0.3007
C -4.6939 1.4465 -1.4754
C -0.2925 -3.0213 -2.8335
C 10.3297 5.3113 3.6434
C -7.3596 -1.2194 -2.1454
C -2.5463 -1.8194 -2.6138
C -5.3704 0.2720 -1.9629
C -1.2657 6.5965 1.4569
C -3.3405 -0.6806 -2.2454
C -0.5918 -0.5814 -2.0355
C -3.9117 -2.6582 -4.5254
C -9.5204 -1.0602 -0.7303
C -5.2513 -2.8919 -4.7808
C 0.3410 1.9313 1.1880
C -3.6418 -1.8123 -6.7218
H 11.0682 6.0695 3.8654
H -5.9094 2.2478 -0.2312
H -3.0193 -1.3750 -7.5049
H -1.4315 2.9879 0.3949
H 13.8888 -1.4720 8.9590
H -0.9920 2.6174 -1.8001
H 2.9176 -2.4615 -1.4625
H -6.6856 -2.5264 0.8554
H 1.6934 -3.3938 -3.5195
H -6.4144 -1.1876 2.0276
H -2.6387 -3.8811 -3.3558
H 3.3346 2.6703 6.2966
H -7.1719 -2.7013 2.5855
H 2.1372 -4.0431 -1.2852
H -1.2961 -4.1085 -1.1586
H -1.5691 1.2412 0.6448
H 0.2159 -4.9117 -1.7787
H -6.8445 -1.8661 -1.4198
H 2.0705 1.8421 0.1102
H -1.7846 10.4806 -4.7754
H -1.2553 -4.9712 -2.6993
H 0.1270 -2.6032 -0.1675
H -10.6089 -1.0154 -0.8905
H -2.0216 -1.8988 -5.2907
H -5.8532 -3.3339 -3.9854
H -9.1992 -0.0521 -0.4420
H 1.4736 -1.7017 -3.1452
H -0.5196 -3.2652 -3.8903
H -4.1543 -3.3073 -2.5196
H 1.6098 -2.9945 0.7080
H 0.4565 1.6844 -1.4567
H -5.3979 -1.8391 -7.9686
H -9.0661 -2.5089 -2.2177
H -7.2143 0.6085 -0.9979
H 5.6174 2.0032 1.0277
H 0.4877 -0.4788 -1.9389
H -7.0274 -1.5503 -3.1410
H 2.1881 2.3617 1.6445
H -0.9405 7.3998 2.1040
H 1.4092 -1.3927 0.0424
H -8.6294 -2.8211 -0.0793
H -7.3023 0.8967 -2.7908
H 9.3466 -1.6656 7.4087
H -9.3627 -0.8552 -2.9145
H 2.1918 -5.6885 -5.9864
H 6.5496 -4.1946 5.8151
H -6.8541 -2.7298 -6.2680
```

Results
gap between HOMO and LUMO: 8.351 eV
E_tot: -71419.230723 a.u.

Mulliken population analysis, charges in e, atoms 1 to 99: Br 0.04; Br -0.05; Br -0.04; Br 0.04; Br -0.02; Br 0.10; Br 0.08; Br -0.01; Br 0.00; Br -0.05; Br -0.02; Br -0.03; Br 0.03; Br 0.05; Br -0.01; Br 0.00; Br 0.00; Br -0.03; Br 0.00; Br 0.06; Br -0.04; Br -0.01; Br 0.04; Br 0.09; Br 0.03; Br -0.04; Br -0.01; O -0.60; O -0.62; O -0.68; N -0.41; N -0.02; N -0.38; N -0.30; C -0.35; C -0.32; C -0.63; C 0.40; C -0.63; C 0.67; C -0.44; C 0.29; C 0.85; C -0.50; C -0.71; C -0.52; C -0.36; C -0.83; C -1.87; C -0.31; C -0.19; C -0.21; C -0.83; C -0.36; C -1.04; C -0.22; C -2.03; C 0.04; C -0.80; C 1.28; C -0.39; C 0.45; C -0.12; C 0.83; C -0.39; C 0.22; C -0.81; C 0.40; C -0.79; C -0.15; C 0.19; C -0.82; H 0.36; H 0.33; H 0.39; H 0.19; H 0.25; H 0.44; H 0.44; H 0.21; H -0.14; H 0.27; H -0.11; H 0.29; H 0.31; H 0.35; H 0.28; H 0.24; H 0.39; H 0.03; H 0.29; H 0.34; H 0.54; H 0.19; H 0.35; H 0.47; H 0.45; H 0.28; H 0.54


3.
# C38H47F5N2O2Si2TeZr

A molecular structure, C38H47F5N2O2Si2TeZr at a distorted geometry (wB97M-V/def2-TZVPD, OMol25).

```
98
Properties=species:S:1:pos:R:3
Te -0.7012 -1.8720 0.2032
Zr 0.3246 1.1750 1.3005
Si 3.0630 3.2541 0.8135
Si 3.6082 0.4044 -0.6871
F -1.9589 2.4383 1.8169
F 0.9707 3.4200 5.3388
F -4.1229 2.9862 3.4389
F -1.1413 3.9641 6.9478
F -3.6771 3.7601 6.0266
O 0.4955 2.6409 2.6919
O -0.6479 0.0583 2.7002
N 0.0704 2.2938 -0.7361
N 1.5744 -0.1458 2.2386
C -3.1612 0.5428 -0.2936
C -0.6538 -2.1209 -2.8827
C -0.7300 3.1361 -2.8061
C -0.2327 -2.7199 -1.6882
C 3.5582 2.7451 2.5439
C -1.3543 3.5968 5.6879
C -5.6282 -2.2674 0.1714
C -2.6532 3.4912 5.2210
C 4.5438 3.7829 -0.2265
C -0.3217 -2.7243 -4.0885
C 4.6428 0.8385 -2.2068
C 2.3710 1.7973 -0.2846
C 0.7673 -4.5244 -5.4620
C 0.6832 -1.0996 4.3621
C 0.5411 2.9737 -3.3516
C 1.3228 2.1656 -1.2348
C 1.0366 -4.5673 -0.4581
C 0.4229 -3.8967 -4.1403
C -0.2723 3.3232 4.8643
C -2.5753 -4.5003 0.3647
C -2.8850 3.1045 3.9098
C 0.5328 -3.8935 -1.7099
C -0.4766 2.9469 3.5443
C 1.8535 4.6910 0.7421
C -0.9256 2.7640 -1.4974
C 0.6015 -0.4029 3.0420
C -5.0412 -1.0199 0.0139
C -3.6638 -0.8509 -0.0385
C -4.7894 -3.3688 0.2719
C -1.4538 -0.8449 -2.8977
C -7.1227 -2.4089 0.2370
C -1.7947 2.8441 3.1163
C -3.4042 -3.2483 0.2450
C -2.8342 -1.9738 0.0923
C 4.7011 0.1232 0.8022
C 1.5689 2.4766 -2.5777
C 0.8447 -4.4586 -2.9419
C 2.6475 -1.1323 -1.1472
H 0.7269 3.2439 -4.3837
H -0.2981 -1.4628 4.6596
H -3.2149 -5.3680 0.5178
H 3.2376 -1.7388 -1.8403
H -7.5206 -1.9014 1.1179
H -1.5467 3.5365 -3.3893
H 4.2859 3.9786 -1.2691
H -2.1079 0.6323 -0.0528
H 4.6465 2.7033 2.6281
H 2.2014 5.4541 1.4453
H 5.1498 1.8013 -2.1994
H 1.8643 5.1430 -0.2542
H 3.1848 3.4814 3.2584
H -0.1327 -4.7085 -6.0505
H 1.7085 -0.9042 -1.6558
H -3.2681 0.7915 -1.3530
H -1.5037 -0.4298 -3.9042
H -7.5957 -1.9613 -0.6385
H -7.4194 -3.4554 0.2877
H 4.8805 4.7342 0.2035
H -0.6568 -2.2663 -5.0138
H 1.4117 -3.8670 -6.0489
H -1.8802 -4.4419 1.2034
H 1.0404 -0.3827 5.1057
H -5.6757 -0.1425 -0.0751
H 0.8284 4.4548 1.0136
H 1.2856 -5.4726 -5.3274
H 3.1563 1.7755 2.8335
H -1.9896 -4.6701 -0.5423
H 1.6984 -5.3941 -0.7125
H -1.8935 2.8387 -1.0198
H 4.0954 -0.0393 1.6952
H -2.4746 -1.0207 -2.5512
H -3.7231 1.2757 0.2850
H 5.3872 3.0946 -0.1816
H 5.4025 0.9409 0.9792
H -1.0106 -0.0953 -2.2353
H -5.2228 -4.3561 0.3874
H 2.4224 -1.7497 -0.2718
H 5.4208 0.0669 -2.2440
H 4.0750 0.7316 -3.1333
H 1.5898 -3.8841 0.1880
H 2.5620 2.3656 -2.9849
H 1.4362 -5.3677 -2.9630
H 0.2132 -4.9672 0.1375
H 5.2966 -0.7803 0.6402
H 1.4030 -1.9135 4.3174
```

Results
gap between HOMO and LUMO (alpha / beta): 7.453 / 5.413 eV
multiplicity: 2
E_tot: -3129.487319 a.u.
total charge: +1
⟨S²⟩: 0.756

Mulliken charges, unit e, in atom order: Te 1.07; Zr -0.28; Si 0.68; Si 0.37; F 0.10; F -0.30; F -0.29; F -0.29; F -0.29; O 0.29; O -0.42; N 1.17; N -0.21; C -0.50; C 0.95; C -1.02; C 0.12; C -1.05; C 0.22; C 0.48; C 0.56; C -1.24; C -1.08; C -1.39; C 0.95; C -1.62; C -1.62; C -0.76; C -0.12; C -1.48; C 0.60; C -0.13; C -1.28; C -0.36; C 1.00; C -0.24; C -1.07; C -0.67; C 0.80; C -0.95; C 0.73; C -1.09; C -0.95; C -1.51; C 0.58; C 0.68; C -0.04; C -0.92; C -0.75; C -1.14; C -0.67; H 0.49; H 0.36; H 0.46; H 0.58; H 0.34; H 0.51; H 0.32; H -0.62; H 0.44; H 0.48; H 0.38; H 0.33; H 0.47; H 0.37; H -0.15; H 0.48; H 0.51; H 0.35; H 0.37; H 0.40; H 0.44; H 0.34; H 0.24; H 0.31; H 0.50; H 0.13; H 0.38; H 0.17; H 0.16; H 0.48; H 0.52; H 0.23; H 0.28; H 0.75; H 0.32; H 0.26; H -0.20; H 0.32; H 0.06; H 0.40; H 0.39; H 0.24; H 0.45; H 0.34; H 0.16; H 0.47; H 0.41